Here is a cluster of 8 separate species, C40H43N8O5S in total in a non-equilibrium geometry from the OMol25 dataset. Energies are from ωB97M-V/def2-TZVPD.

Summary:
* molar mass: 747.902 g/mol
* HOMO-LUMO gap: 0.252 hartree
* total energy: -75165.8166 eV
* 2S+1: 1
* HOMO level: -4.99 eV
* lowest unoccupied orbital energy: 1.88 eV
* charge: -1

Geometry (Å):
1 S 0.830 -0.599 0.232
2 O 2.407 -2.602 -1.516
3 O 3.442 -0.786 -2.813
4 O 1.231 1.655 -1.579
5 O 5.959 2.045 -0.642
6 O 3.620 1.914 -1.422
7 N -5.446 4.266 -1.813
8 N 2.151 -7.070 -5.656
9 N 2.353 -0.269 -0.556
10 N -2.557 -1.919 2.349
11 N -0.884 1.800 1.680
12 N 6.776 -7.487 -7.125
13 N 0.452 1.815 5.872
14 N -5.781 4.886 3.311
15 C 6.595 -0.413 0.020
16 C 1.294 0.846 5.448
17 C 3.047 -5.889 -3.750
18 C -7.926 5.354 2.307
19 C 2.412 1.113 -1.170
20 C 4.520 1.955 -0.259
21 C 5.889 -7.155 -6.162
22 C -7.495 6.029 4.570
23 C -3.460 2.876 1.851
24 C -5.333 -1.651 2.135
25 C 6.241 -6.891 -4.848
26 C -6.643 4.834 2.271
27 C -3.160 -0.713 2.414
28 C -4.835 5.305 -1.203
29 C -4.150 6.302 -1.878
30 C 2.696 -1.294 -1.615
31 C -4.741 -2.907 2.062
32 C -1.330 2.398 2.807
33 C 0.127 1.803 7.183
34 C 6.453 0.760 -1.163
35 C 1.980 -4.666 -5.519
36 C -6.228 5.484 4.437
37 C -4.530 -0.529 2.315
38 C 1.470 -0.116 7.622
39 C -2.597 2.943 2.940
40 C -3.362 -2.990 2.175
41 C -8.358 5.962 3.482
42 C 1.761 -5.877 -6.156
43 C 2.786 -7.048 -4.464
44 C 1.822 -0.132 6.276
45 C 8.521 -7.318 -5.467
46 C -4.702 5.173 -3.924
47 C 7.584 -6.976 -4.497
48 C -1.745 1.748 0.641
49 C -5.366 4.225 -3.161
50 C 8.073 -7.560 -6.755
51 C -3.029 2.268 0.677
52 C -4.084 6.231 -3.266
53 C 0.607 0.870 8.088
54 C 2.635 -4.676 -4.292
55 H 1.251 -5.921 -7.114
56 H -5.867 3.382 -3.629
57 H 3.559 -5.931 -2.796
58 H 5.486 -6.626 -4.116
59 H -1.363 1.261 -0.252
60 H -3.677 2.200 -0.190
61 H -9.358 6.380 3.548
62 H 7.898 -6.777 -3.476
63 H 4.853 -7.105 -6.485
64 H -2.854 -3.948 2.128
65 H 9.575 -7.392 -5.225
66 H 2.823 -3.747 -3.763
67 H -5.516 5.515 5.257
68 H 7.558 0.942 -1.540
69 H 1.541 0.878 4.391
70 H -0.618 2.429 3.627
71 H 0.949 -0.025 1.535
72 H 5.507 -0.894 0.096
73 H 0.314 0.910 9.131
74 H 3.091 -8.019 -4.085
75 H 8.766 -7.827 -7.548
76 H -3.555 6.994 -3.830
77 H 7.412 -1.221 -0.260
78 H 6.782 0.071 1.094
79 H -4.961 0.464 2.377
80 H -2.903 3.409 3.869
81 H 5.857 0.355 -2.102
82 H 2.492 -0.887 5.881
83 H 1.647 -3.737 -5.969
84 H -2.491 0.132 2.552
85 H -6.411 -1.546 2.051
86 H 4.317 1.111 0.545
87 H -7.801 6.496 5.500
88 H 4.283 2.980 0.305
89 H -0.552 2.590 7.498
90 H -4.461 3.293 1.918
91 H 1.866 -0.865 8.301
92 H -3.680 7.114 -1.336
93 H -6.261 4.347 1.378
94 H -8.575 5.286 1.441
95 H -4.911 5.314 -0.119
96 H -4.668 5.088 -5.004
97 H -5.339 -3.800 1.921

Here are the Löwdin charges for atoms 1 to 6, given in e: 0.788 -0.155 -0.251 -0.068 -0.184 -0.032